[1]
{
  "formula": "C18H23N5O4STi",
  "method": "the ωB97M-V functional and the def2-TZVPD basis",
  "symbols": ["Ti", "C", "C", "N", "N", "C", "N", "S", "C", "C", "C", "C", "C", "N", "H", "H", "H", "H", "H", "H", "H", "H", "H", "C", "C", "C", "O", "C", "O", "O", "H", "H", "H", "H", "H", "H", "H", "O", "C", "C", "C", "C", "C", "C", "N", "H", "H", "H", "H", "H", "H", "H"],
  "positions_angstrom": [[0.2685, -0.4256, 0.3214], [-0.9293, -1.2414, -3.7577], [-0.4969, -0.6600, -2.4563], [-0.3696, -1.3665, -1.3726], [-0.7180, -2.6637, -1.3972], [-0.2742, -3.3828, -0.3889], [-0.6500, -4.6533, -0.3221], [0.7945, -2.7635, 0.8428], [-0.1958, 0.7602, -2.2966], [-0.2055, 1.6465, -3.3635], [0.0400, 2.9902, -3.1304], [0.2887, 3.4121, -1.8319], [0.3007, 2.4723, -0.8205], [0.0695, 1.1720, -1.0337], [-1.1479, -2.2958, -3.6276], [-0.1374, -1.1350, -4.5027], [-1.8181, -0.7401, -4.1441], [-1.2647, -5.0277, -1.0281], [-0.3036, -5.2609, 0.3996], [-0.4045, 1.2836, -4.3615], [0.0294, 3.6993, -3.9471], [0.4746, 4.4519, -1.6055], [0.4956, 2.7763, 0.1988], [-3.6179, -1.2742, 1.9237], [-2.7044, -0.1075, 1.5828], [-3.4165, 1.2361, 1.6328], [-2.0961, -0.3005, 0.2678], [-1.5193, -0.0912, 2.5516], [-1.5935, 0.1902, 3.7023], [-0.3779, -0.4025, 1.9168], [-4.5387, -1.2261, 1.3408], [-3.8823, -1.2335, 2.9797], [-3.1198, -2.2263, 1.7338], [-4.3003, 1.2205, 0.9944], [-2.7523, 2.0344, 1.2959], [-3.7293, 1.4479, 2.6537], [-2.8133, -0.4348, -0.3605], [2.2091, -0.7162, -0.9774], [3.3678, -0.7928, -0.1386], [3.1729, 0.1916, 0.9714], [4.2417, 0.6626, 1.7142], [4.0087, 1.5834, 2.7200], [2.7053, 2.0111, 2.9503], [1.6901, 1.4808, 2.1902], [1.9086, 0.5817, 1.2075], [2.3602, -1.3062, -1.7227], [4.2657, -0.5514, -0.7073], [3.4694, -1.8015, 0.2723], [5.2434, 0.3127, 1.5035], [4.8267, 1.9650, 3.3160], [2.4803, 2.7351, 3.7200], [0.6657, 1.7637, 2.3906]],
  "lowdin_charge": [1.031, 0.015, -0.236, -0.135, 0.023, -0.774, 0.137, 0.818, -0.196, 0.042, 0.016, 0.004, -0.065, 0.009, 0.080, 0.109, 0.108, 0.131, 0.114, 0.130, 0.135, 0.130, 0.116, 0.028, -0.473, 0.021, -0.062, -0.469, 0.211, -0.201, 0.105, 0.115, 0.103, 0.104, 0.096, 0.112, 0.139, -0.135, -0.143, -0.210, 0.032, 0.017, 0.006, -0.086, 0.005, 0.134, 0.151, 0.123, 0.140, 0.135, 0.132, 0.125],
  "de_lowest_ev": 0.739,
  "e_homo_ev": -14.44,
  "orbital_gap_ev": 6.8,
  "e_tot_ha": -2521.72778,
  "total_charge": 2,
  "fmax_ev_per_a": 1.94
}



[2]
{
  "formula": "C31H27F3O2S2TeV",
  "method": "the ωB97M-V functional and the def2-TZVPD basis",
  "symbols": ["V", "O", "S", "C", "C", "C", "C", "S", "O", "C", "C", "C", "C", "C", "C", "C", "C", "C", "C", "C", "C", "H", "H", "H", "H", "H", "H", "H", "H", "H", "H", "H", "H", "H", "H", "H", "H", "H", "H", "F", "C", "F", "F", "C", "C", "C", "C", "C", "C", "C", "C", "H", "H", "H", "H", "Te", "C", "C", "C", "C", "C", "C", "H", "H", "H", "H", "H"],
  "positions_angstrom": [[0.6991, -0.5215, -1.3561], [0.7494, 1.3110, -2.3558], [0.6979, 2.8137, -2.3774], [-1.0146, 3.2658, -2.7451], [-2.1057, 2.8153, -1.7666], [-3.1155, 1.8310, -2.3665], [-2.5932, 0.4260, -2.6270], [-2.2368, -0.5934, -1.1765], [-1.1015, 0.1369, -0.4605], [-3.6664, -0.2835, -0.1645], [-4.8287, -0.9849, -0.4566], [-5.9519, -0.7784, 0.3281], [-5.8966, 0.1043, 1.3998], [-4.7216, 0.7826, 1.6906], [-3.5928, 0.5932, 0.9051], [0.7986, 3.3748, -0.6818], [0.3814, 4.6544, -0.3275], [0.5403, 5.0757, 0.9818], [1.1202, 4.2320, 1.9234], [1.5513, 2.9690, 1.5521], [1.3983, 2.5356, 0.2410], [-1.1622, 2.8746, -3.7551], [-0.9708, 4.3522, -2.8430], [-2.6557, 3.6984, -1.4379], [-1.6488, 2.3895, -0.8736], [-3.4773, 2.2203, -3.3230], [-3.9885, 1.7855, -1.7116], [-1.6234, 0.4164, -3.1380], [-3.2726, -0.1682, -3.2412], [-4.8530, -1.6890, -1.2806], [-6.8651, -1.3165, 0.1125], [-6.7716, 0.2537, 2.0183], [-4.6802, 1.4591, 2.5340], [-2.6602, 1.0984, 1.1203], [-0.0603, 5.3237, -1.0548], [0.2130, 6.0665, 1.2680], [1.2437, 4.5687, 2.9443], [2.0192, 2.3081, 2.2707], [1.7636, 1.5540, -0.0378], [7.3981, -0.8757, 5.5871], [6.1061, -0.5850, 5.8111], [5.6715, -1.4261, 6.7721], [6.0719, 0.6531, 6.3528], [5.2699, -0.6723, 4.5712], [3.8919, -0.5285, 4.6848], [3.0970, -0.5846, 3.5566], [3.6646, -0.7806, 2.2909], [5.0508, -0.9285, 2.1961], [5.8478, -0.8754, 3.3275], [2.8406, -0.8112, 1.1216], [2.1372, -0.8372, 0.1238], [3.4425, -0.3796, 5.6585], [2.0228, -0.4842, 3.6391], [5.4948, -1.0855, 1.2227], [6.9190, -0.9921, 3.2402], [0.8778, -1.7435, -3.7280], [0.2045, -3.7359, -3.4583], [-0.4983, -4.1313, -2.3226], [-0.9430, -5.4380, -2.1763], [-0.6948, -6.3769, -3.1677], [0.0068, -5.9947, -4.3021], [0.4534, -4.6879, -4.4449], [-0.6929, -3.4089, -1.5384], [-1.4814, -5.7233, -1.2801], [-1.0381, -7.3971, -3.0540], [0.2137, -6.7177, -5.0817], [1.0046, -4.4067, -5.3339]],
  "mulliken_spin": [1.018, 0.006, -0.002, 0.001, -0.001, 0.001, -0.001, -0.007, 0.000, -0.001, -0.001, 0.000, 0.000, 0.000, 0.000, 0.001, 0.000, 0.000, 0.000, 0.000, 0.002, 0.000, 0.000, 0.000, 0.002, 0.000, 0.000, 0.000, 0.001, 0.000, 0.000, 0.000, 0.000, 0.000, 0.000, 0.000, 0.000, -0.001, -0.003, 0.000, 0.000, 0.000, 0.000, 0.003, -0.002, 0.004, -0.002, 0.006, -0.001, 0.118, -0.139, 0.000, 0.001, 0.000, 0.000, -0.011, 0.004, 0.004, -0.002, 0.000, 0.001, -0.002, 0.002, 0.000, 0.000, 0.000, 0.001],
  "de_lowest_ev": 0.000,
  "e_homo_ev": [-6.46, -6.13],
  "orbital_gap_ev": [6.5, 6.2],
  "e_tot_ha": -3655.84181,
  "s2": 0.765,
  "multiplicity": 2,
  "fmax_ev_per_a": 0.59
}



[3]
{
  "formula": "C21H24N2O5",
  "method": "the ωB97M-V functional and the def2-TZVPD basis",
  "symbols": ["C", "C", "H", "H", "O", "C", "O", "C", "C", "C", "C", "N", "H", "C", "H", "H", "H", "C", "O", "O", "C", "H", "C", "O", "N", "C", "C", "C", "C", "C", "C", "C", "H", "H", "C", "C", "H", "H", "H", "H", "H", "H", "H", "H", "H", "C", "H", "H", "H", "H", "H", "H"],
  "positions_angstrom": [[-6.8119, -0.9658, 0.0876], [-5.4016, -1.4389, 0.6132], [-5.0777, -2.3005, 0.1713], [-5.5863, -1.5779, 1.6761], [-4.5278, -0.6300, 0.1842], [-3.3993, -0.7543, 0.9592], [-3.2023, -1.7513, 1.7758], [-2.4342, 0.4100, 0.4362], [-1.1458, 0.6110, 0.8325], [-0.6374, 1.7406, 0.2803], [-1.8193, 2.4736, -0.4252], [-2.8892, 1.5222, -0.3705], [-3.6833, 1.3278, -0.7820], [-1.8591, 3.5732, -1.2537], [-2.2588, 3.2074, -2.4099], [-2.6497, 4.1610, -0.7192], [-0.8729, 3.7989, -1.3258], [0.6059, 2.3514, 0.3892], [1.0524, 3.5242, -0.3489], [1.4983, 1.7512, 1.1592], [2.8341, 2.1218, 0.9128], [2.9785, 2.8489, 2.0312], [3.8039, 1.0331, 1.1332], [4.7134, 0.9775, 1.9875], [3.4868, -0.0053, 0.1053], [2.5777, -0.3730, -0.6200], [1.9328, 0.2975, -1.5147], [0.9703, 0.1633, -2.3919], [0.4664, -1.3622, -2.2195], [1.2097, -2.2610, -1.4042], [2.1677, -1.6428, -0.6819], [2.9819, -2.5229, 0.2237], [3.4688, -3.3645, -0.0582], [2.4115, -2.9056, 1.2112], [4.0694, -1.5330, 0.6955], [5.4141, -1.4692, -0.0900], [6.1047, -0.8665, -0.0849], [5.8324, -2.6020, 0.3948], [5.1215, -1.6201, -1.1741], [4.2408, -1.3205, 1.8499], [0.9857, -3.3440, -1.3150], [-0.3700, -1.6020, -2.7549], [0.3697, 0.6399, -3.0264], [2.1821, 1.3706, -1.5578], [2.9594, 2.7868, 0.0309], [-0.1427, -0.3616, 1.8033], [0.2141, 0.1659, 2.6773], [-0.8017, -1.2327, 2.2464], [0.5494, -0.6481, 1.1521], [-7.7692, -1.6326, 0.2534], [-6.7276, -0.8024, -1.1205], [-7.1352, 0.0327, 0.3764]],
  "lowdin_charge": [-0.056, -0.374, 0.106, 0.135, -0.009, -0.233, 0.035, -0.065, -0.102, -0.072, -0.157, 0.182, 0.076, -0.034, 0.182, 0.125, 0.021, -0.281, -0.120, -0.011, -0.102, 0.230, -0.303, 0.072, 0.128, -0.433, -0.112, 0.048, 0.024, -0.030, -0.222, -0.080, 0.070, 0.168, -0.161, -0.016, -0.045, 0.164, 0.107, 0.161, 0.132, 0.039, 0.057, 0.133, 0.133, 0.069, 0.069, 0.107, -0.014, 0.101, 0.112, 0.046],
  "de_lowest_ev": 16.355,
  "e_homo_ev": -7.78,
  "orbital_gap_ev": 7.6,
  "e_tot_ha": -1299.84151,
  "fmax_ev_per_a": 14.78
}



[4]
{
  "formula": "C47H35FN5O4P2PtSi",
  "method": "the ωB97M-V functional and the def2-TZVPD basis",
  "symbols": ["Pt", "C", "Si", "C", "C", "C", "C", "C", "C", "P", "C", "C", "C", "C", "C", "C", "C", "C", "C", "C", "C", "C", "C", "C", "C", "C", "C", "C", "P", "C", "C", "C", "C", "C", "C", "C", "C", "C", "C", "C", "C", "H", "H", "H", "H", "H", "H", "H", "H", "H", "H", "H", "H", "H", "H", "H", "H", "H", "H", "H", "H", "H", "H", "H", "H", "H", "H", "H", "H", "H", "H", "H", "N", "C", "C", "C", "N", "C", "N", "F", "C", "C", "N", "C", "C", "O", "O", "C", "O", "N", "C", "O", "H", "H", "H", "H"],
  "positions_angstrom": [[0.0958, 0.4078, -0.1634], [0.2260, 1.7567, 3.3682], [-0.0130, 0.3532, 2.1602], [-1.6890, -0.4621, 2.5239], [-2.4508, -0.2074, 3.6662], [-3.6683, -0.8394, 3.8725], [-4.1447, -1.7593, 2.9472], [-3.4118, -2.0253, 1.8024], [-2.2106, -1.3609, 1.5800], [-1.2184, -1.6305, 0.0675], [-0.8888, -3.4393, 0.1993], [0.0449, -3.9177, 1.1182], [0.2610, -5.2784, 1.2704], [-0.4601, -6.1884, 0.5110], [-1.4083, -5.7266, -0.3875], [-1.6257, -4.3644, -0.5392], [-2.3224, -1.5343, -1.3722], [-1.8261, -1.9744, -2.5994], [-2.5825, -1.8448, -3.7501], [-3.8361, -1.2478, -3.6908], [-4.3233, -0.7816, -2.4793], [-3.5691, -0.9230, -1.3227], [1.3051, -0.9707, 2.5832], [1.2954, -1.6697, 3.7923], [2.2072, -2.6812, 4.0542], [3.1741, -3.0057, 3.1092], [3.2213, -2.3162, 1.9085], [2.2879, -1.3176, 1.6422], [2.2693, -0.3759, 0.0800], [3.4656, 0.9565, 0.4396], [3.0614, 2.2858, 0.4141], [3.9627, 3.2924, 0.7409], [5.2669, 2.9798, 1.0880], [5.6796, 1.6521, 1.1096], [4.7806, 0.6493, 0.7896], [3.1113, -1.3905, -1.1708], [4.0016, -0.8150, -2.0789], [4.4462, -1.5306, -3.1834], [4.0025, -2.8262, -3.4043], [3.1159, -3.4081, -2.5045], [2.6730, -2.6978, -1.4021], [0.2566, 1.3822, 4.3946], [-0.5717, 2.4954, 3.2926], [1.1724, 2.2596, 3.1666], [-2.0989, 0.5094, 4.3963], [-4.2512, -0.6089, 4.7550], [-5.0937, -2.2543, 3.1100], [-3.7873, -2.7357, 1.0735], [0.6036, -3.2318, 1.7287], [0.9975, -5.6213, 1.9855], [-0.2905, -7.2510, 0.6252], [-1.9838, -6.4268, -0.9787], [-2.3665, -4.0215, -1.2493], [-0.8289, -2.3930, -2.6633], [-2.1831, -2.1903, -4.6959], [-4.4250, -1.1297, -4.5909], [-5.2859, -0.2912, -2.4306], [-3.9433, -0.5269, -0.3874], [0.5346, -1.4423, 4.5305], [2.1627, -3.2225, 4.9907], [3.8863, -3.7969, 3.3058], [3.9622, -2.5825, 1.1641], [2.0498, 2.5390, 0.1215], [3.6355, 4.3234, 0.7164], [5.9643, 3.7665, 1.3442], [6.6960, 1.4002, 1.3814], [5.1044, -0.3842, 0.8164], [4.3438, 0.2022, -1.9266], [5.1341, -1.0659, -3.8785], [4.3294, -3.3732, -4.2775], [2.7531, -4.4136, -2.6719], [1.9627, -3.1594, -0.7289], [-1.8228, 1.5348, -0.5569], [-2.1877, 2.5709, -0.1711], [-2.6827, 3.7707, 0.3200], [-3.1246, 3.8005, 1.6652], [-3.4937, 3.8129, 2.7596], [-2.6819, 4.9413, -0.4742], [-2.6831, 5.9007, -1.1150], [1.7016, -3.2790, -5.1242], [1.2474, -2.0598, -5.4700], [1.5235, -0.9753, -4.7385], [1.0757, 0.2806, -5.0776], [1.3177, 1.3895, -4.1609], [0.7812, 1.0931, -2.7634], [0.9738, 1.9631, -1.8845], [0.2521, -0.0138, -2.5582], [0.2789, 0.4813, -6.1771], [-0.1504, 1.5581, -6.5232], [0.0058, -0.6713, -6.9024], [0.4089, -1.9757, -6.6527], [0.0742, -2.8980, -7.3680], [2.1125, -1.0496, -3.8354], [0.8327, 2.2742, -4.5680], [2.3906, 1.5884, -4.0957], [-0.5868, -0.5333, -7.7098]],
  "mulliken_spin": [0.773, 0.041, 0.327, 0.007, -0.005, -0.005, 0.011, 0.004, 0.001, -0.031, 0.040, 0.016, -0.008, 0.017, -0.007, 0.028, 0.033, 0.059, -0.007, 0.017, -0.009, 0.013, 0.005, -0.024, 0.009, -0.004, 0.005, -0.002, 0.224, -0.023, 0.009, 0.009, 0.004, -0.001, 0.010, 0.027, 0.070, -0.028, 0.055, -0.013, 0.088, 0.011, 0.001, -0.005, 0.003, 0.000, 0.001, 0.003, 0.015, 0.000, 0.002, 0.000, 0.006, 0.019, 0.000, 0.001, 0.000, 0.003, 0.003, 0.001, 0.000, 0.002, -0.012, 0.000, 0.001, 0.000, 0.003, 0.007, 0.000, 0.004, 0.001, 0.005, 0.022, 0.049, 0.002, -0.001, 0.006, 0.001, 0.005, -0.001, -0.001, 0.019, 0.000, 0.011, 0.006, 0.068, 0.015, 0.003, 0.000, 0.000, -0.001, 0.000, -0.013, 0.000, 0.001, 0.000],
  "de_lowest_ev": 0.000,
  "e_homo_ev": [-2.83, -5.26],
  "orbital_gap_ev": [5.0, 7.0],
  "e_tot_ha": -3578.35064,
  "s2": 2.015,
  "multiplicity": 3,
  "total_charge": -1,
  "fmax_ev_per_a": 0.72
}